(1)
DFT (wB97M-V/def2-TZVPD) results for 3 unconnected molecules or ions with the total composition C16H30N4O6 at a distorted geometry.

The geometry in XYZ format:
```
56
Properties=species:S:1:pos:R:3:lowdin_charge:R:1
C 5.08211 1.10156 -0.50338 -0.11
C 4.33272 2.13252 -1.45368 -0.21
C 3.39059 3.12404 -0.63642 -0.11
N 2.48098 2.38686 0.26195 -0.07
C 2.74257 2.45487 1.60250 -0.05
N 1.79454 1.67073 2.27164 0.13
C 1.00067 1.17145 1.22695 -0.29
N -0.01372 0.35058 1.44452 0.08
C -0.89445 -0.27702 0.45014 -0.19
C -2.21325 0.60423 0.21840 -0.06
N 1.40462 1.63267 -0.00622 0.14
C 0.92866 1.46940 -1.40002 -0.66
O 0.26164 2.30656 -2.00417 0.02
O 1.29789 0.38171 -2.00594 -0.07
H 4.30972 0.50395 0.05520 0.07
H 5.78675 0.43839 -1.08192 0.08
H 5.73379 1.65696 0.23081 0.07
H 5.15788 2.75198 -1.91895 0.11
H 3.78196 1.60770 -2.28270 0.11
H 2.87479 3.80050 -1.36379 0.14
H 4.08545 3.71462 0.01942 0.12
H 3.56842 3.05165 2.03412 0.14
H -0.20206 0.12453 2.42310 0.16
H -0.39904 -0.58116 -0.50433 0.11
H -1.27060 -1.23023 0.91891 0.10
H -3.07118 0.09891 0.75525 0.07
H -2.12447 1.61402 0.71037 0.08
H -2.51490 0.66174 -0.85583 0.06
O -0.68029 -3.00914 2.32254 0.09
C 0.02884 -3.32880 3.24341 -0.52
O -0.48751 -3.43308 4.47907 0.00
C 0.21926 -3.96818 5.60525 -0.23
C 1.08627 -2.91216 6.26014 -0.07
C 1.50836 -3.52781 3.04331 0.01
H 0.78370 -4.85966 5.32342 0.12
H -0.54276 -4.29693 6.31298 0.12
H 1.85350 -2.54083 5.57883 0.07
H 1.57875 -3.31519 7.14650 0.08
H 0.48125 -2.05199 6.55331 0.08
H 2.00270 -2.55578 3.05138 0.10
H 1.66336 -4.00278 2.07477 0.10
H 1.97127 -4.17788 3.78248 0.07
O -6.27546 1.70891 -3.00400 0.10
C -5.48759 1.13725 -3.71277 -0.53
O -4.29511 0.76056 -3.22114 -0.01
C -3.35769 -0.07210 -3.91868 -0.23
C -2.50122 0.74723 -4.86192 -0.06
C -5.78430 0.91449 -5.17322 0.01
H -3.86595 -0.89848 -4.42127 0.11
H -2.71977 -0.52064 -3.15562 0.11
H -3.10224 1.23121 -5.63413 0.07
H -1.75600 0.11695 -5.34952 0.08
H -1.98822 1.54155 -4.31611 0.09
H -5.55849 1.82687 -5.72535 0.10
H -6.84425 0.68309 -5.27711 0.09
H -5.24248 0.07960 -5.61245 0.07
```

Properties
energy above the lowest of the compared OMol25 structures with the same formula, charge and spin	293.8	kJ/mol
HOMO-LUMO gap	8.76	eV
multiplicity	1

(2)
DFT (wB97M-V/def2-TZVPD) results for a molecular structure, C16H30N6ORhS at a distorted geometry.

The geometry in XYZ format:
```
55
Properties=species:S:1:pos:R:3:mulliken_spin:R:1
Rh 0.34804 -0.89919 1.22475 1.54
C 1.17597 -1.86358 -1.95130 0.01
C 2.44047 -1.77379 -1.12263 0.00
N 2.21292 -1.73115 0.34328 0.06
C 3.40637 -1.27318 1.09480 0.01
C 3.35020 0.19772 1.47456 -0.02
N 2.14059 0.42262 2.26101 0.16
C 1.83166 1.81593 2.67037 -0.02
C 0.68099 2.40803 1.88523 0.02
C -0.68058 1.76272 2.23294 -0.01
N -0.57149 0.34555 2.43250 0.30
C -2.98106 -2.33937 0.27682 0.90
C -2.05889 -2.62653 -0.82096 -0.07
N -0.64385 -2.66379 -0.39695 0.14
C 0.22822 -2.98371 -1.56142 -0.01
H 1.49926 -2.02903 -2.98261 0.00
H 0.64037 -0.91951 -1.94267 0.00
H 3.00560 -0.88539 -1.41412 0.00
H 3.09337 -2.62511 -1.34500 0.00
H 2.01313 -2.68985 0.60677 0.00
H 4.30688 -1.47371 0.51092 0.00
H 3.44429 -1.84871 2.02122 0.00
H 3.36010 0.86598 0.60992 0.00
H 4.26262 0.40971 2.04698 0.00
H 2.21825 -0.10451 3.12372 -0.01
H 2.72542 2.43943 2.57832 0.00
H 1.56588 1.77508 3.72753 0.00
H 0.90599 2.28269 0.82378 0.00
H 0.65584 3.48770 2.03948 0.00
H -1.38053 2.07084 1.47557 0.01
H -1.01943 2.19542 3.17766 0.00
H -0.99749 -0.02269 3.26521 0.00
H -3.99242 -2.04971 0.01421 0.01
H -2.94942 -2.95722 1.16849 0.02
H -2.15565 -1.89097 -1.61818 0.01
H -2.33167 -3.61484 -1.22401 0.07
H -0.56067 -3.44423 0.24704 -0.01
H -0.39201 -3.24953 -2.41976 0.00
H 0.80988 -3.88255 -1.32871 0.00
O 0.18248 -2.21986 2.33062 0.93
N -4.06194 3.27328 -2.61159 0.00
C -2.73147 3.29161 -2.77434 0.00
S -1.98881 4.29276 -3.83637 0.00
C -1.95727 2.32640 -1.91196 0.00
C -0.57599 2.29140 -1.99811 0.00
C 0.13945 1.40021 -1.21296 -0.01
N -0.43716 0.55502 -0.35592 -0.05
C -1.77532 0.58513 -0.26458 0.09
C -2.56092 1.43632 -1.01593 0.03
H -4.61589 3.90408 -3.16726 0.00
H -4.53310 2.67656 -1.95795 0.00
H -0.06846 2.96176 -2.67735 0.00
H 1.21984 1.35741 -1.28185 0.01
H -2.21160 -0.13860 0.41364 -0.12
H -3.63100 1.36894 -0.88290 0.00
```

Properties
energy above the lowest of the compared OMol25 structures with the same formula, charge and spin	229.8	kJ/mol
⟨S²⟩	6.02
HOMO-LUMO gap (spin up / spin down)	7.55 / 6.41	eV
multiplicity	5
charge	+1

(3)
DFT (wB97M-V/def2-TZVPD) results for a molecular structure, C16H31B3Br2Cl10F3NO3 at a distorted geometry.

The geometry in XYZ format:
```
69
Properties=species:S:1:pos:R:3:lowdin_charge:R:1
N 1.69107 -1.22901 1.10059 0.03
C 0.79976 -2.02498 0.24355 -0.29
C 0.90670 -1.65360 -1.23451 -0.06
B 0.56225 -0.16951 -1.57168 -0.54
O 1.51664 0.65524 -2.18687 0.21
B 1.63243 1.81181 -1.42326 -0.44
O 0.45225 2.53025 -1.25605 0.25
B -0.49390 1.66524 -0.69347 -0.54
C -1.24605 2.08237 0.62204 -0.02
C -1.20614 0.93603 1.67001 -0.23
C -2.57591 0.53178 2.18376 -0.74
F -3.41387 1.57320 2.37836 0.00
Br -3.41013 -0.58699 0.80183 0.75
C -2.44627 -0.33479 3.50248 -0.90
F -2.89886 0.38488 4.53855 0.04
F -1.16855 -0.64553 3.73478 0.03
Br -3.42678 -2.01539 3.53079 0.76
O -0.67030 0.43428 -1.31019 0.28
H 1.49163 -0.23441 1.02988 0.06
H 1.46734 -1.45538 2.06499 0.07
H -0.24827 -2.01588 0.57468 0.10
H 1.12324 -3.06157 0.34199 0.04
H 1.88955 -1.93178 -1.61341 0.08
H 0.17286 -2.27463 -1.76533 0.13
H 2.64565 2.08545 -0.86885 0.11
H -0.71892 2.94004 1.04328 0.11
H -2.27102 2.40999 0.44024 0.12
H -0.78907 0.05528 1.18562 0.07
H -0.51341 1.20521 2.47495 0.01
Cl 5.02913 0.12982 -4.03330 0.54
C 3.98815 -0.53316 -5.31540 -0.65
C 2.84052 -1.33114 -4.75722 -0.64
Cl 3.37648 -2.85121 -3.98764 0.55
H 4.60919 -1.13515 -5.97439 0.07
H 3.60229 0.31386 -5.87818 0.01
H 2.16274 -1.60742 -5.56367 0.08
H 2.28967 -0.75731 -4.01660 0.05
Cl 3.49749 3.06473 -3.46675 0.63
C 3.11564 4.36847 -4.62400 -0.62
C 2.24069 3.91134 -5.76051 -0.64
Cl 3.08631 2.79971 -6.86918 0.57
H 4.05642 4.77501 -4.98596 0.07
H 2.59748 5.14287 -4.06054 0.08
H 1.93870 4.77313 -6.35291 0.07
H 1.34732 3.40954 -5.39748 0.07
Cl 1.37117 2.68769 7.44781 0.54
C -0.15219 3.24553 6.71133 -0.66
C -0.67071 2.28150 5.67736 -0.63
Cl 0.37472 2.22620 4.22845 0.64
H 0.02323 4.22963 6.28467 0.07
H -0.88032 3.33934 7.51510 0.07
H -1.65854 2.59484 5.34483 0.07
H -0.74445 1.27217 6.07239 0.07
Cl -9.12926 1.31790 0.65050 0.54
C -8.49751 -0.34018 0.48193 -0.67
C -7.64049 -0.74556 1.65271 -0.64
Cl -6.10380 0.15986 1.70851 0.52
H -7.94309 -0.39277 -0.45155 0.07
H -9.35890 -1.00241 0.41227 0.07
H -7.38135 -1.80033 1.56858 0.08
H -8.16105 -0.59232 2.59489 0.07
Cl 2.03171 -5.14207 -0.99765 0.58
C 3.63310 -5.25117 -0.22453 -0.64
C 3.57988 -5.99903 1.08162 -0.66
Cl 2.68451 -5.09998 2.33467 0.54
H 4.00671 -4.23882 -0.08907 0.07
H 4.28855 -5.77165 -0.92069 0.07
H 4.59052 -6.14938 1.45726 0.07
H 3.10540 -6.96970 0.96359 0.07
```

Properties
HOMO-LUMO gap	9.55	eV
multiplicity	1

(4)
DFT (wB97M-V/def2-TZVPD) results for a molecular structure, C16H31BBr2CaF4LiN4O12S at a distorted geometry.

The geometry in XYZ format:
```
73
Properties=species:S:1:pos:R:3:lowdin_charge:R:1
C 6.07629 -2.78915 2.84644 -0.11
C 5.78825 -1.32098 3.58504 -0.34
N 6.43084 -1.15933 4.81865 0.03
C 4.82433 -0.14221 2.90802 -0.10
C 3.82566 0.55633 4.00695 -0.25
C 3.80156 2.18760 4.17649 -0.08
N 2.66169 2.35391 5.20036 0.05
C 1.77383 1.27776 5.15667 0.09
C 2.23701 0.15453 4.05537 -0.21
C 1.32715 0.19902 2.69258 -0.50
Br 1.71715 1.29466 1.04795 0.71
C 0.05975 -0.63623 2.67791 -0.53
C -0.40567 -1.59387 3.95004 -0.12
Br -1.21801 -0.65175 1.08852 0.70
H 5.44774 -3.61540 3.39485 0.06
H 5.81119 -2.64332 1.71521 0.05
H 7.21690 -3.05035 3.03959 0.08
H 6.96156 -2.04437 5.05857 0.05
H 4.29926 -0.51373 1.92862 0.09
H 5.58844 0.70896 2.56707 0.14
H 4.18813 0.21091 5.09014 0.15
H 4.83541 2.58361 4.57253 0.17
H 3.31969 2.67011 3.22481 0.12
H 2.62393 3.21009 5.82931 0.19
H 0.82164 1.17418 5.83196 0.16
H 2.26022 -0.91562 4.53014 0.17
H -0.46001 -0.98587 4.94867 0.09
H 0.34396 -2.49645 4.11785 0.12
H -1.47339 -2.09572 3.77651 0.07
B 0.46712 -3.34770 -1.09422 -0.98
O 1.17807 -4.33633 -1.91206 0.27
C 2.47413 -4.26705 -1.57917 -0.39
O 3.34648 -4.96087 -2.07611 0.03
C 2.66301 -3.26586 -0.56501 -0.39
O 3.72425 -2.95773 -0.04720 0.17
O 1.48599 -2.70362 -0.25827 0.22
F -0.52250 -4.00854 -0.25758 0.09
F -0.17705 -2.36158 -1.94774 0.09
O -1.95614 -4.17247 4.90856 -0.07
H -2.19242 -4.16812 3.96883 0.04
H -2.67161 -3.67478 5.33209 0.05
C -3.69720 2.40478 -0.48480 -0.70
O -2.81345 3.00554 0.10559 -0.15
N -3.72986 1.06296 -0.57473 0.15
N -4.71773 3.03083 -1.09838 0.20
H -4.44912 0.55049 -1.05645 0.11
H -2.97987 0.55302 -0.12638 -0.05
H -4.73102 4.04141 -1.05463 0.07
H -5.45465 2.55347 -1.58943 0.11
Li 4.24535 -3.51640 -3.62815 0.90
C -4.77056 1.43635 -4.39127 -0.38
O -5.31886 0.29000 -4.01753 -0.23
H -5.06582 2.34274 -3.83595 0.04
H -3.67122 1.51251 -4.33678 0.07
H -4.94682 1.76638 -5.42920 0.05
Ca -1.15465 1.63323 0.97058 1.08
F -3.25465 5.00823 -1.40264 -0.69
C -6.07720 4.55746 -7.64350 -0.18
C -6.06386 6.05848 -7.36697 -0.18
O -5.84187 6.17746 -5.96364 -0.19
S -4.90795 4.93554 -5.46779 0.68
O -3.53893 5.39715 -5.40589 -0.22
O -5.56829 4.27998 -4.36298 -0.25
O -5.07115 4.00485 -6.79634 -0.21
H -7.03851 4.11388 -7.36481 0.13
H -5.86178 4.32868 -8.69066 0.13
H -7.00100 6.54279 -7.65156 0.14
H -5.23066 6.54691 -7.88325 0.13
F 8.36149 -1.06603 3.94339 -0.65
O 2.75627 -7.87358 -2.36393 0.33
H 2.82855 -6.89236 -2.24533 0.14
H 3.39570 -8.35686 -1.78120 0.21
H 2.86545 -8.13260 -3.31426 0.21
```

Properties
HOMO-LUMO gap	1.37	eV
multiplicity	1
charge	+1

no.,E_tot (eV),molar mass (g mol⁻¹)
1,-35322.16159,374.44
2,-41899.49375,457.43
3,-300225.54688,889.20
4,-228713.10589,797.14